{"formula": "CH2Cl4P2", "method": "ωB97M-V with the def2-TZVPD basis set", "elements": ["C", "P", "P", "Cl", "Cl", "Cl", "Cl", "H", "H"], "coordinates": [[0.396, 0.996, -0.637], [-1.126, 0.992, 0.508], [-0.077, -0.774, -0.200], [-0.254, 1.392, 2.196], [-1.324, -2.296, 1.007], [1.585, -1.521, 0.577], [-0.487, -1.585, -1.880], [0.235, 1.286, -1.601], [1.052, 1.511, 0.029]], "lowdin_charge": [-0.56, 0.30, -0.53, 0.23, -0.09, 0.30, 0.38, -0.02, -0.01], "smiles": "ClP1CP1(Cl)(Cl)Cl", "fmax_ev_per_a": 3.457, "e_tot_ev": -69736.9179, "e_lumo_ev": -0.5, "homo_energy_ev": -8.78, "charge": 0, "e_above_lowest_ev": 1.327}